Entry 1:
Below is C9H13Cl2N3O2RhSe4 as an isolated structure, with properties calculated with ωB97M-V/def2-TZVPD.

Summary:
- calculated total energy (eV) = -307551.2463
- Kohn-Sham gap (spin up / spin down) (Eh) = 0.233 / 0.233

Structure (ORCA input):
```
! RIJCOSX wB97M-V def2-TZVPD def2/J DEFGRID3
* xyz -1 1
Rh 0.0054 -0.4002 0.3388
Se -0.2289 -0.4958 2.7215
Se -0.6813 -2.7507 2.9882
Se 1.4323 -3.4596 2.3342
Se 1.6570 -2.1116 0.3535
Cl -1.8130 -2.0012 -0.1077
C -2.0143 -1.9957 -1.8954
Cl -3.3672 -3.0379 -2.3271
H -1.0987 -2.3850 -2.3198
H -2.2032 -0.9846 -2.2272
C -0.7363 2.2044 0.5866
C 0.7974 2.2730 0.5158
C 1.3314 3.0910 1.6877
C 1.1976 2.9245 -0.8100
O 1.3722 0.9795 0.6034
H -1.1769 3.1801 0.3704
H -1.0909 1.8867 1.5672
H -1.1444 1.5231 -0.1836
H 0.9018 4.0966 1.7006
H 2.4166 3.1749 1.6134
H 1.0934 2.5870 2.6256
H 0.8646 3.9653 -0.8469
H 0.7564 2.3925 -1.6535
H 2.2837 2.9099 -0.9197
N 2.3260 0.1665 -1.8852
C 1.1252 -0.0228 -2.4643
O 0.0795 -0.1161 -1.7369
C 1.0006 -0.1301 -3.8685
C 2.1291 0.0441 -4.6966
N 3.0952 0.2042 -5.3115
C -0.2719 -0.4120 -4.4130
N -1.3222 -0.6315 -4.8420
H 3.1119 0.3724 -2.4800
H 2.2946 0.5677 -0.9473
*
```

Entry 2:
Below is an isolated ion of composition C9H13F3NOS and charge +1, with properties calculated with ωB97M-V/def2-TZVPD.

Summary:
- calculated total energy (eV) = -32056.2788
- Kohn-Sham gap (Eh) = 0.344

Structure (ORCA input):
```
! RIJCOSX wB97M-V def2-TZVPD def2/J DEFGRID3
* xyz 1 1
C -0.9799 1.1693 -0.1861
C -1.6785 -1.1814 0.2213
C -1.9468 0.0988 0.0935
C 0.3417 1.0541 -0.1165
C 2.5890 1.9820 0.8071
C 2.1622 1.4685 -1.8177
C -0.2909 -3.3256 1.4638
C 1.5253 1.7788 -0.4055
C -3.4303 0.4890 0.0840
N 1.0036 -0.8686 0.5569
O 0.0604 -2.6852 -1.0292
F -4.3032 -0.5593 -0.0914
F -3.8058 1.0921 1.1783
F -3.6693 1.4825 -0.7879
S -0.0978 -1.8654 0.3729
H -1.5225 2.1810 -0.3053
H -2.5135 -1.8194 0.4738
H 3.3812 2.6778 0.5043
H 3.0800 0.9873 1.1274
H 2.1087 2.4053 1.5856
H 1.6053 1.9761 -2.6442
H 2.2276 0.4061 -2.0835
H 3.1509 1.8972 -1.8366
H -1.1122 -3.8847 0.9953
H -0.3718 -3.2368 2.5320
H 0.5584 -4.0354 1.4402
H 1.1886 2.8055 -0.4431
H 0.7397 -2.4893 -1.6896
*
```

Entry 3:
Below is C9H13IN4 as an isolated structure, with properties calculated with ωB97M-V/def2-TZVPD.

Summary:
- calculated total energy (eV) = -23580.4241
- Kohn-Sham gap (spin up / spin down) (Eh) = 0.213 / 0.230

Structure (ORCA input):
```
! RIJCOSX wB97M-V def2-TZVPD def2/J DEFGRID3
* xyz 2 1
C -0.3520 1.5378 -0.4163
C 1.7638 1.8157 0.8119
C -0.8018 0.2900 -0.1637
C -0.8335 -1.0647 -0.2102
C 1.3382 -1.2210 -0.8397
C -2.1247 -1.8028 -0.0330
C 2.5719 0.9664 -0.1537
C -2.0584 -3.1988 0.0475
C -3.4584 -1.1276 -0.0023
N 0.4945 2.2847 0.2429
N 0.2218 -1.7985 -0.6141
N 1.8686 -0.2629 -0.2270
N 2.3514 3.1901 0.9645
I 2.0901 -2.3190 -2.5192
H -0.8364 2.0949 -1.2142
H 1.5085 1.3026 1.8329
H 2.6054 1.4141 -1.1564
H 3.6145 0.8789 0.3621
H -2.8511 -3.8595 -0.3796
H -1.0767 -3.4187 -0.2604
H -2.2124 -3.4951 1.1168
H -4.2482 -1.8228 0.2735
H -3.5681 -0.2189 0.5751
H -3.5329 -0.8120 -1.1839
H 2.7432 3.3529 1.9500
H 1.6232 3.9349 0.9314
H 3.1595 3.3593 0.2650
*
```

Entry 4:
Below is C9H13N in the gas phase, with properties calculated with ωB97M-V/def2-TZVPD.

Summary:
- expectation value of S² = 2.02
- calculated total energy (eV) = -11027.5615
- Kohn-Sham gap (spin up / spin down) (Eh) = 0.249 / 0.253

Structure (ORCA input):
```
! RIJCOSX wB97M-V def2-TZVPD def2/J DEFGRID3
* xyz 0 3
C 2.3030 0.6502 0.0684
C 1.7491 -1.6407 0.4331
C 0.8619 -1.3209 -0.6056
C 2.4675 -0.5579 0.7771
C -0.0582 -0.3663 -0.6483
C -0.8315 -0.1064 -1.9110
C -0.8659 1.8359 0.3155
C -1.6529 -0.4335 1.2028
C -0.5382 0.3917 0.6491
N 2.3601 1.6142 -0.5334
H 1.9366 -2.6378 0.8681
H 1.0045 -1.8156 -1.5301
H 3.1166 -0.6671 1.6206
H -1.9766 -0.1653 -1.6845
H -0.7544 -0.9195 -2.7428
H -0.6473 0.9516 -2.1395
H -1.0965 2.6920 1.0530
H -1.6329 1.6514 -0.4641
H -0.0337 2.2668 -0.2572
H -2.6229 -0.2656 0.6680
H -1.8561 -0.0157 2.2890
H -1.4022 -1.4656 1.0986
H 0.1701 0.3240 1.4728
*
```

Entry 5:
Below is an isolated ion of composition C9H13N2 and charge +1, with properties calculated with ωB97M-V/def2-TZVPD.

Summary:
- calculated total energy (eV) = -12510.7477
- Kohn-Sham gap (spin up / spin down) (Eh) = 0.202 / 0.222

Structure (ORCA input):
```
! RIJCOSX wB97M-V def2-TZVPD def2/J DEFGRID3
* xyz 1 1
C -3.1912 -0.0546 -0.0747
C -2.7043 -1.3941 -0.1617
C -2.1897 0.8067 -0.0528
C -1.3699 -1.2512 0.0180
C 2.5988 -1.1822 0.1707
C 1.7114 -1.5838 1.0002
C 2.3818 -0.0763 -0.8433
C 1.0248 0.5061 -0.9532
C 0.3057 1.7586 0.9545
N -1.0414 0.0462 0.1680
N 0.1997 0.5417 0.2364
H -4.1748 0.2427 -0.2900
H -3.3726 -2.2069 -0.1792
H -2.0588 1.7979 0.0648
H -0.6544 -2.0823 -0.0435
H 3.5724 -1.5524 0.3017
H 0.8939 -1.8431 1.6309
H 3.1343 0.7553 -0.6893
H 2.6280 -0.6025 -1.7270
H 0.8612 1.4199 -1.4171
H 0.3950 -0.1729 -1.7510
H 1.2387 1.7689 1.6027
H 0.2003 2.6230 0.3157
H -0.3890 1.7354 1.7194
*
```

Entry 6:
Below is a 2-piece molecular cluster, C9H13N2 overall, with properties calculated with ωB97M-V/def2-TZVPD.

Summary:
- calculated total energy (eV) = -12514.9690
- Kohn-Sham gap (Eh) = 0.321

Structure (ORCA input):
```
! RIJCOSX wB97M-V def2-TZVPD def2/J DEFGRID3
* xyz 1 1
C 4.4339 0.2805 0.1882
C 3.5994 1.2368 -0.3535
C 3.8786 -1.0086 0.3787
C 2.2959 1.0790 -0.6274
C 2.5240 -1.2653 0.1849
C 1.7173 -0.1460 -0.3233
C -3.9797 -0.0056 0.2160
C -2.9725 0.9785 0.4284
C 0.2603 -0.2870 -0.4131
N -0.4536 -1.3784 -0.2845
N -2.7110 -0.1446 -0.4413
H 5.4383 0.5159 0.5912
H 3.9516 2.3663 -0.4122
H 4.4595 -1.7027 0.8089
H 1.7314 1.8454 -1.2301
H 2.1093 -2.1827 0.3668
H -3.9311 -0.7500 0.9953
H -4.8246 0.2554 -0.3418
H -2.7820 1.9721 0.0625
H -2.5903 1.0333 1.5255
H -0.3018 0.5572 -0.6831
H -1.5327 -1.0748 -0.3117
H -0.1698 -2.2948 -0.2392
H -2.8120 0.1065 -1.3639
*
```

Entry 7:
Below is an isolated ion of composition C9H13N2O2 and charge +1, with properties calculated with ωB97M-V/def2-TZVPD.

Summary:
- calculated total energy (eV) = -16607.3881
- Kohn-Sham gap (Eh) = 0.331

Structure (ORCA input):
```
! RIJCOSX wB97M-V def2-TZVPD def2/J DEFGRID3
* xyz 1 1
C 1.1028 -1.0589 0.3957
C 2.2291 -0.4491 0.4001
C 2.2825 0.8477 -0.4961
C -0.1377 1.1564 -0.1376
C 1.1822 1.8002 -0.3559
C -2.2045 0.9868 0.9495
C -2.8041 0.2398 -0.3017
C -0.4351 -0.1271 -0.8653
C 3.5688 -0.9412 0.8494
N -0.8868 1.5457 0.7900
N -1.7031 -0.7589 -0.6586
O 3.1195 0.9135 -1.3681
O -0.2362 -0.0657 -2.2138
H 0.5100 -1.8734 0.7108
H 1.3784 2.6916 0.3360
H 1.0109 2.3848 -1.3562
H -2.8851 1.7582 1.3032
H -2.2531 0.3347 1.8480
H -3.6452 -0.5368 0.1835
H -3.2589 0.7352 -1.1444
H 4.2607 -0.3614 0.3141
H 3.5975 -2.0507 0.5884
H 3.6247 -0.7301 1.9631
H -1.6318 -1.4192 0.0988
H -1.9571 -1.4445 -1.4486
H 0.2017 0.7365 -2.5388
*
```

Entry 8:
Below is a 2-piece molecular cluster, C9H13N2P overall, with properties calculated with ωB97M-V/def2-TZVPD.

Summary:
- calculated total energy (eV) = -21810.0867
- Kohn-Sham gap (Eh) = 0.311

Structure (ORCA input):
```
! RIJCOSX wB97M-V def2-TZVPD def2/J DEFGRID3
* xyz 0 1
H -1.8751 1.8840 -0.3220
N -2.8560 1.5302 -0.5868
C -2.8424 0.2888 -0.3506
C -4.1010 -0.5737 -0.5771
P -1.3154 -0.5865 0.2403
C -1.5140 -1.3328 1.8074
N -0.5310 -2.1409 2.3597
H -3.9556 -0.9672 -1.5600
H -4.2422 -1.4097 0.1399
H -4.9227 0.1811 -0.4175
H -2.3389 -1.1271 2.5303
H 0.1888 -2.4582 1.6725
H -0.3956 -2.2490 3.3219
C 3.8621 0.7372 -0.2771
C 3.0176 -0.3256 -0.0154
C 1.7415 -0.3268 -0.4674
C 1.2513 0.8152 -1.1195
C 2.0519 1.9211 -1.3538
C 3.3707 1.8012 -0.9763
H 4.9339 0.7466 0.1102
H 3.3699 -1.2148 0.5809
H 1.0412 -1.1215 -0.1812
H 0.2385 0.7149 -1.4132
H 1.5947 2.7101 -1.9293
H 4.2278 2.5033 -1.2159
*
```

Entry 9:
Below is an isolated ion of composition C9H13N4O and charge +1, with properties calculated with ωB97M-V/def2-TZVPD.

Summary:
- calculated total energy (eV) = -17541.9165
- Kohn-Sham gap (Eh) = 0.361

Structure (ORCA input):
```
! RIJCOSX wB97M-V def2-TZVPD def2/J DEFGRID3
* xyz 1 1
N 1.3381 -1.5948 -0.9592
C 2.0092 -0.4125 -0.4330
N 2.0146 -0.5260 1.0184
N 0.6026 -0.6080 1.2896
C -0.0765 0.6748 0.7601
C -1.5652 0.3407 0.3693
C -2.3044 1.4431 0.0053
C -3.5874 1.1549 -0.3962
N -4.1068 -0.0824 -0.3891
C -3.4142 -1.0965 0.0995
C -2.0833 -0.9101 0.4587
C 0.7863 1.0005 -0.4532
C 1.7227 2.1213 -0.2346
O 2.0917 2.4556 0.8502
H 1.8148 -2.4662 -0.8319
H 1.2754 -1.4218 -1.9742
H 3.0041 0.0287 -0.6431
H 2.5530 0.1274 1.5716
H 0.4220 -0.8076 2.2469
H 0.4528 -1.4582 0.6757
H 0.0968 1.3030 1.6376
H -1.7682 2.3416 0.0131
H -4.1200 2.0036 -0.7435
H -3.8093 -2.0358 0.1618
H -1.3615 -1.6513 0.7453
H 0.3404 1.0279 -1.3510
H 1.9752 2.6284 -1.2738
*
```

Entry 10:
Below is a 2-piece molecular cluster, C9H13NO overall, with properties calculated with ωB97M-V/def2-TZVPD.

Summary:
- calculated total energy (eV) = -13080.0331
- Kohn-Sham gap (Eh) = 0.356

Structure (ORCA input):
```
! RIJCOSX wB97M-V def2-TZVPD def2/J DEFGRID3
* xyz 0 1
C 1.8836 1.4011 -2.7889
C 0.9764 1.4188 -1.6731
C 1.4558 2.0254 -0.4852
C 0.6494 2.0943 0.6646
C -0.5483 1.4283 0.6656
C -0.9075 0.7246 -0.4989
C -0.2936 0.8299 -1.7342
H 2.6737 2.2062 -2.6664
H 1.4301 1.6035 -3.6860
H 2.3771 0.4239 -2.8646
H 2.5098 2.1944 -0.3252
H 1.0088 2.6956 1.3735
H -1.1753 1.1788 1.5626
H -1.9145 0.2151 -0.4329
H -0.8129 0.5444 -2.6623
C -1.9300 -2.1234 1.0948
C -0.7280 -2.7898 1.6375
N -0.0417 -2.2793 2.7854
O -0.1218 -3.7612 1.1137
H -2.8745 -2.6445 0.8915
H -1.9076 -1.8777 0.0715
H -2.1740 -1.3414 1.6714
H 0.8814 -2.6794 2.9161
H -0.4164 -1.4876 3.3694
*
```

Values of relative energy (zero: lowest compared OMol25 entry of this formula, charge and spin), in order: 0.0; 60.6; 138.5; 0.0; 158.5; 61.1; 108.3; 0.0; 71.6; 47.0, all in kcal/mol.